Entry 1:
ORCA calculation (wB97M-V/def2-TZVPD) on a structure of composition C17H21AuCl2O3 at a distorted geometry.

Total charge ... -2
Highest occupied orbital energy (spin up / spin down) ... 0.2 / -0.4 eV
Kohn-Sham gap (spin up / spin down) ... 4.52 / 5.11 eV
E ... -52843.934 eV
Spin multiplicity ... 3

CARTESIAN COORDINATES (ANGSTROEM)
Au  -0.330  0.299  0.002
C  0.728  -2.204  1.915
C  -0.579  -1.685  1.835
C  -1.021  -1.755  0.432
H  -1.194  -1.348  2.663
C  0.108  -2.339  -0.317
C  1.143  -2.609  0.600
H  2.093  -3.093  0.377
H  1.315  -2.326  2.819
H  -2.052  -1.727  0.093
H  0.100  -2.578  -1.376
C  1.689  1.555  0.816
C  2.783  0.761  0.411
C  2.790  0.664  -1.013
H  3.523  0.334  1.079
C  1.713  1.402  -1.529
C  0.976  1.988  -0.408
H  0.296  2.844  -0.466
H  1.455  1.878  1.818
H  3.544  0.155  -1.598
H  1.472  1.546  -2.576
O  -0.773  0.169  -2.159
C  -0.854  0.351  -4.397
C  -2.230  0.572  -3.872
C  -0.359  -1.011  -4.654
C  -0.249  1.440  -5.192
C  -2.082  0.641  -2.359
H  -2.885  -0.273  -4.144
H  -2.661  1.512  -4.243
H  -2.167  1.678  -1.980
H  -2.839  0.016  -1.844
H  -0.939  -1.562  -5.428
H  -0.386  -1.618  -3.730
H  0.680  -0.968  -5.008
H  -0.699  1.562  -6.192
H  0.814  1.245  -5.349
H  -0.359  2.397  -4.675
Cl  -2.960  4.156  2.356
C  -2.792  2.469  2.837
Cl  -4.324  1.612  3.016
C  -1.954  1.735  1.750
O  -0.893  1.159  2.170
O  -2.373  1.745  0.566
H  -2.256  2.428  3.792



Entry 2:
ORCA calculation (wB97M-V/def2-TZVPD) on a structure of composition C20H47NiO18P3 at a distorted geometry.

Total charge ... +1
Highest occupied orbital energy (spin up / spin down) ... -13.1 / -12.1 eV
Energy relative to the best compared isomer or geometry (same formula, charge and spin) ... 26.6 kcal per mole
Kohn-Sham gap (spin up / spin down) ... 11.21 / 5.86 eV
E ... -127267.934 eV
Spin multiplicity ... 4

CARTESIAN COORDINATES (ANGSTROEM)
Ni  0.241  -1.155  0.078
O  3.282  -1.588  -2.314
C  2.473  -1.362  -1.271
O  2.160  -2.168  -0.423
O  1.730  -0.437  -1.300
H  3.244  -0.856  -2.934
O  -2.410  -3.303  1.951
C  -1.521  -2.568  1.449
O  -0.489  -3.073  0.978
O  -1.560  -1.349  1.285
H  -1.921  -4.104  1.747
C  -3.306  3.296  -3.335
C  -3.003  3.440  -1.860
O  -2.497  2.168  -1.470
P  -1.359  2.052  -0.307
O  -0.617  0.719  -0.295
O  -0.337  3.315  -0.386
C  0.825  3.250  -1.196
C  0.685  4.505  -2.098
O  -2.167  2.432  1.077
C  -3.359  1.731  1.401
C  -3.678  1.656  2.947
H  -2.429  3.144  -3.963
H  -4.087  2.556  -3.507
H  -3.688  4.233  -3.740
H  -2.316  4.277  -1.731
H  -3.961  3.647  -1.384
H  1.746  3.224  -0.613
H  0.937  2.386  -1.852
H  -0.014  4.323  -2.914
H  0.467  5.407  -1.526
H  1.630  4.706  -2.604
H  -4.178  2.241  0.892
H  -3.441  0.706  1.040
H  -4.617  1.125  3.101
H  -2.863  1.047  3.337
H  -3.627  2.596  3.496
C  0.341  2.509  3.764
C  0.197  1.095  4.337
O  1.341  0.324  4.348
P  2.183  -0.357  3.098
O  1.378  -0.771  1.855
O  3.348  0.710  2.700
C  4.558  0.370  2.062
C  5.093  1.480  1.173
O  2.991  -1.600  3.820
C  3.757  -1.364  5.000
C  4.479  -2.629  5.490
H  0.749  2.463  2.754
H  -0.675  2.893  3.853
H  0.951  3.216  4.325
H  -0.058  1.164  5.395
H  -0.585  0.523  3.839
H  5.326  -0.019  2.731
H  4.388  -0.532  1.475
H  4.241  1.894  0.635
H  5.469  2.329  1.745
H  5.854  1.103  0.490
H  4.509  -0.587  4.863
H  3.076  -0.985  5.763
H  5.239  -2.970  4.787
H  5.044  -2.365  6.384
H  3.811  -3.473  5.667
C  -0.625  0.947  -5.126
C  -0.474  -0.053  -4.016
O  -1.535  -1.088  -4.082
P  -1.501  -2.229  -2.924
O  -0.813  -1.835  -1.637
O  -3.061  -2.739  -2.726
C  -3.484  -3.246  -1.496
C  -4.261  -2.209  -0.684
O  -0.767  -3.472  -3.665
C  0.585  -3.685  -3.529
C  0.766  -4.837  -2.570
H  0.169  1.691  -5.061
H  -0.601  0.436  -6.088
H  -1.574  1.480  -5.068
H  0.497  -0.546  -4.056
H  -0.600  0.553  -3.118
H  -4.178  -4.072  -1.652
H  -2.688  -3.660  -0.877
H  -4.418  -2.510  0.352
H  -3.769  -1.252  -0.509
H  -5.278  -2.113  -1.065
H  0.997  -4.043  -4.472
H  1.104  -2.791  -3.183
H  0.580  -4.504  -1.549
H  0.147  -5.698  -2.823
H  1.802  -5.163  -2.485



Entry 3:
ORCA calculation (wB97M-V/def2-TZVPD) on a cluster of 12 separate species, C26H70F6O14P in total at a distorted geometry.

Total charge ... -1
Highest occupied orbital energy ... -7.8 eV
Energy relative to the best compared isomer or geometry (same formula, charge and spin) ... 83.5 kcal per mole
Kohn-Sham gap ... 9.79 eV
E ... -82355.207 eV

CARTESIAN COORDINATES (ANGSTROEM)
P  22.155  5.418  -22.490
F  22.008  6.771  -21.645
F  20.518  5.557  -22.814
F  22.545  6.189  -23.901
F  22.016  4.091  -23.447
F  23.744  5.283  -22.214
F  21.922  4.477  -21.133
C  16.699  1.551  -25.479
C  17.204  0.120  -25.335
C  17.837  -0.090  -26.711
O  18.124  1.202  -27.221
C  17.741  2.258  -26.324
H  16.433  1.993  -24.519
H  15.848  1.597  -26.158
H  16.330  -0.519  -25.214
H  17.886  0.066  -24.487
H  17.123  -0.709  -27.253
H  18.788  -0.618  -26.634
H  17.349  3.043  -26.971
H  18.618  2.594  -25.772
C  21.585  -0.068  -18.714
C  21.629  -1.559  -18.334
C  20.197  -1.888  -17.967
O  19.527  -1.183  -19.017
C  20.199  0.013  -19.432
H  22.373  0.305  -19.368
H  21.525  0.561  -17.826
H  22.265  -1.696  -17.460
H  21.993  -2.153  -19.173
H  19.860  -1.460  -17.023
H  19.964  -2.950  -18.047
H  19.585  0.842  -19.079
H  20.290  0.069  -20.517
C  23.310  -0.093  -23.649
O  23.525  -0.933  -24.749
H  23.983  0.754  -23.786
H  22.303  0.319  -23.715
H  23.431  -0.575  -22.678
H  23.949  -1.736  -24.438
C  23.098  8.380  -28.064
O  23.683  9.117  -29.144
H  23.810  7.966  -27.350
H  22.493  9.093  -27.503
H  22.476  7.558  -28.416
H  22.939  9.343  -29.707
C  17.645  8.231  -24.614
O  18.820  8.045  -25.227
H  17.055  7.322  -24.498
H  17.700  8.718  -23.640
H  17.019  8.865  -25.242
H  19.318  7.366  -24.765
C  25.652  9.043  -22.164
O  25.314  8.730  -23.546
H  26.234  8.183  -21.833
H  26.224  9.933  -21.901
H  24.680  9.138  -21.680
H  24.704  7.996  -23.448
C  26.996  2.471  -21.239
O  26.905  3.051  -22.507
H  26.075  1.918  -21.054
H  27.829  1.783  -21.098
H  27.115  3.258  -20.493
H  26.123  3.608  -22.490
C  24.113  2.932  -27.167
O  24.456  1.539  -27.446
H  24.566  3.223  -26.219
H  24.577  3.532  -27.950
H  23.048  3.158  -27.111
H  24.123  1.001  -26.725
C  20.595  11.550  -22.734
O  20.229  12.238  -21.616
C  19.588  11.433  -20.591
C  19.318  12.147  -19.251
O  18.302  13.122  -19.502
C  17.720  13.578  -18.308
H  19.654  11.340  -23.244
H  21.269  10.731  -22.487
H  21.140  12.164  -23.450
H  20.131  10.530  -20.311
H  18.627  11.115  -20.995
H  20.228  12.651  -18.927
H  18.962  11.430  -18.512
H  18.467  14.003  -17.637
H  17.169  12.787  -17.799
H  17.060  14.402  -18.579
C  17.100  5.660  -19.580
O  15.733  5.628  -19.237
C  14.958  5.384  -20.444
C  13.481  5.220  -20.125
O  12.749  6.395  -19.710
C  13.061  6.844  -18.372
H  17.577  5.594  -18.602
H  17.469  6.512  -20.152
H  17.342  4.711  -20.060
H  15.288  4.471  -20.941
H  15.074  6.205  -21.151
H  13.347  4.440  -19.376
H  12.891  5.068  -21.029
H  12.815  6.026  -17.695
H  12.512  7.765  -18.172
H  14.094  7.177  -18.275
C  27.790  1.593  -13.012
O  26.819  2.219  -13.876
C  26.850  1.714  -15.189
C  25.783  2.403  -16.077
O  26.165  3.688  -16.445
C  25.168  4.540  -16.948
H  27.610  0.520  -12.948
H  27.829  2.018  -12.008
H  28.790  1.624  -13.444
H  26.476  0.690  -15.166
H  27.847  1.704  -15.628
H  24.866  2.407  -15.489
H  25.586  1.868  -17.006
H  24.319  4.639  -16.271
H  24.803  4.277  -17.941
H  25.528  5.554  -17.120



Entry 4:
ORCA calculation (wB97M-V/def2-TZVPD) on a cluster of 6 separate species, C14H28Br2N2O5 in total at a distorted geometry.

Total charge ... -3
Highest occupied orbital energy (spin up / spin down) ... 2.6 / 2.4 eV
Kohn-Sham gap (spin up / spin down) ... 2.47 / 2.67 eV
E ... -168263.111 eV
Spin multiplicity ... 2

CARTESIAN COORDINATES (ANGSTROEM)
N  -17.089  13.412  13.618
H  -18.052  13.717  13.616
H  -16.561  13.600  12.778
H  -17.002  12.502  14.047
H  -16.670  14.015  14.312
C  -14.075  15.742  16.884
C  -15.531  15.357  16.447
O  -15.868  13.991  16.188
H  -13.882  16.770  16.577
H  -13.353  15.212  16.263
H  -13.830  15.713  17.946
H  -15.647  15.903  15.511
H  -16.174  15.921  17.124
C  -19.974  14.918  11.642
C  -20.680  14.074  12.771
O  -19.852  13.699  13.827
H  -20.636  15.148  10.807
H  -19.224  14.465  10.994
H  -19.602  15.873  12.011
H  -21.177  13.211  12.330
H  -21.494  14.673  13.181
C  -16.273  10.335  13.508
C  -17.208  9.992  14.687
O  -17.925  11.079  15.283
H  -15.527  9.548  13.400
H  -15.698  11.258  13.592
H  -16.878  10.353  12.602
H  -16.621  9.406  15.395
H  -17.983  9.266  14.443
Br  -9.595  13.316  14.461
C  -11.289  14.294  14.150
C  -12.323  13.419  13.413
Br  -13.870  14.412  12.885
H  -11.041  15.249  13.688
H  -11.721  14.598  15.104
H  -12.646  12.678  14.145
H  -11.907  12.747  12.663
C  -16.789  19.924  13.450
C  -16.245  18.736  13.787
C  -16.304  17.620  12.964
C  -16.890  17.680  11.717
C  -17.275  18.977  11.242
C  -17.285  20.042  12.157
N  -17.179  16.500  10.902
O  -16.563  15.465  11.212
O  -17.814  16.534  9.888
H  -16.710  20.785  14.097
H  -15.758  18.631  14.745
H  -15.892  16.691  13.329
H  -17.583  19.110  10.216
H  -17.572  21.007  11.766